Record 1
Entry from OMol25: a molecular structure, C41H37BrF4LaN7O2 (ωB97M-V/def2-TZVPD).

The geometry in ORCA input format:
```
! RIJCOSX wB97M-V def2-TZVPD def2/J DEFGRID3
* xyz 0 1
La 0.14 0.47 -0.04
C -4.17 2.52 -0.99
C -4.11 2.83 -2.34
C -3.21 2.14 -3.14
C -2.40 1.18 -2.56
N -2.39 0.94 -1.25
C -3.27 1.60 -0.49
C -1.54 0.28 -3.38
C -1.94 -0.02 -4.68
C -1.22 -0.96 -5.39
C -0.15 -1.57 -4.78
C 0.20 -1.21 -3.48
N -0.49 -0.29 -2.79
C 1.35 -1.86 -2.80
C 2.20 -2.74 -3.48
C 3.24 -3.33 -2.79
C 3.41 -3.03 -1.45
C 2.52 -2.15 -0.86
N 1.50 -1.58 -1.51
H -4.86 3.02 -0.33
H -4.75 3.59 -2.77
H -3.13 2.36 -4.19
H -3.24 1.38 0.57
H -2.82 0.45 -5.10
H -1.51 -1.23 -6.40
H 0.40 -2.33 -5.31
H 2.07 -2.93 -4.53
H 3.91 -4.01 -3.30
H 4.21 -3.46 -0.86
H 2.64 -1.88 0.18
C -2.45 -0.62 3.24
C -3.32 -1.07 2.08
N -2.57 -1.62 0.94
C -3.55 -1.95 -0.11
C -2.94 -2.50 -1.38
C -1.81 -2.81 1.34
C -0.40 -2.83 0.76
N 0.41 -1.73 1.27
C 1.39 -1.98 2.16
C 2.03 -0.84 2.70
F 1.55 0.37 2.26
C 3.05 -0.85 3.60
F 3.56 0.32 4.03
C 3.58 -2.05 4.07
C 3.01 -3.19 3.55
F 3.47 -4.39 3.94
C 1.97 -3.18 2.64
F 1.54 -4.40 2.21
H -2.96 0.14 3.83
H -1.51 -0.19 2.90
H -2.21 -1.44 3.92
H -3.90 -0.22 1.70
H -4.07 -1.80 2.42
H -4.10 -1.04 -0.34
H -4.28 -2.67 0.29
H -2.13 -1.86 -1.74
H -3.70 -2.56 -2.16
H -2.53 -3.51 -1.25
H -2.35 -3.72 1.05
H -1.72 -2.84 2.43
H -0.47 -2.74 -0.33
H 0.03 -3.81 0.95
H 4.38 -2.08 4.79
O -1.21 3.66 -0.92
C -1.30 3.58 0.30
N -0.91 2.50 1.07
C -1.14 2.81 2.40
O -0.83 2.12 3.35
C -1.83 4.14 2.48
C -2.33 4.85 3.55
C -2.94 6.07 3.27
C -3.03 6.55 1.97
C -2.52 5.83 0.90
C -1.92 4.61 1.19
H -2.25 4.46 4.56
H -3.34 6.66 4.08
H -3.50 7.51 1.80
H -2.57 6.19 -0.12
C 1.68 2.25 -0.95
H 1.58 3.11 -0.29
H 1.29 2.57 -1.93
H 2.75 2.04 -1.07
Br 4.27 0.20 -3.06
C 5.11 -0.12 -1.38
C 6.39 -0.68 -1.38
C 6.99 -0.86 -0.16
C 6.32 -0.47 1.00
C 5.06 0.08 0.87
N 4.45 0.24 -0.31
H 6.87 -0.95 -2.31
H 7.98 -1.30 -0.10
H 6.76 -0.58 1.98
H 4.51 0.42 1.73
*
```

Computed properties:
Kohn-Sham gap = 6.23 eV

=====

Record 2
Entry from OMol25: 2 unconnected molecules or ions with the total composition CH3NO4S (ωB97M-V/def2-TZVPD).

The geometry in ORCA input format:
```
! RIJCOSX wB97M-V def2-TZVPD def2/J DEFGRID3
* xyz -2 1
C -0.07 0.19 -0.40
N 2.89 1.41 0.87
O 3.67 2.07 1.63
O -1.39 -1.95 1.04
O -2.64 -0.13 -0.05
O -1.53 -1.86 -1.41
S -1.55 -1.09 -0.16
H 0.74 0.18 0.34
H -0.55 1.07 -0.41
H 0.44 0.10 -1.44
*
```

Computed properties:
Kohn-Sham gap (spin up / spin down) = 4.32 / 4.33 eV

=====

Record 3
Entry from OMol25: 2 unconnected molecules or ions with the total composition HO2S (ωB97M-V/def2-TZVPD).

The geometry in ORCA input format:
```
! RIJCOSX wB97M-V def2-TZVPD def2/J DEFGRID3
* xyz -1 1
O -2.03 -1.44 -0.20
O 1.54 0.42 -0.14
S -1.27 -0.13 -0.13
H 1.76 1.16 0.47
*
```

Computed properties:
Kohn-Sham gap (spin up / spin down) = 6.11 / 6.77 eV

=====

Record 4
Entry from OMol25: a single C2H7N3S molecule (ωB97M-V/def2-TZVPD).

The geometry in ORCA input format:
```
! RIJCOSX wB97M-V def2-TZVPD def2/J DEFGRID3
* xyz 0 1
C 1.96 -1.26 -0.04
C 0.69 -0.40 0.01
H 2.80 -0.59 -0.17
H 2.03 -1.81 0.88
H 1.91 -1.99 -0.89
H 1.73 1.09 1.07
H -0.56 1.98 -0.44
H 0.94 2.13 -1.16
H -1.54 0.38 1.17
N 0.92 0.90 0.44
N 0.43 2.03 -0.26
N -0.37 -1.02 -0.31
S -1.88 -0.29 0.04
*
```

Computed properties:
Kohn-Sham gap = 9.22 eV
structure (SMILES) = C/C(=N/S)NN